Entry 1:
This record from OMol25 describes a cluster of 10 separate species, C74H160N8O10 in total at a distorted geometry. The level of theory is the ωB97M-V functional and the def2-TZVPD basis.

Structure (XYZ):
```
252
C74H160N8O10, DFT the ωB97M-V functional and the def2-TZVPD basis
C -12.2600 1.0328 20.9122
C -12.7724 1.4951 22.2497
C -14.1861 0.8176 22.4314
C -11.8395 1.1533 23.4241
C -12.1977 1.9221 24.7222
C -12.0624 3.4074 24.4674
C -13.0335 3.8748 23.3260
C -14.4938 3.8520 23.8290
C -12.6705 5.2795 22.8539
N -12.8070 2.9925 22.1830
O -13.6145 3.3292 21.1601
H -11.4603 1.7494 20.6740
H -11.8639 0.0264 20.9160
H -12.9965 1.0988 20.1447
H -14.0048 -0.1791 22.0937
H -14.5305 0.6739 23.4277
H -14.9708 1.2094 21.7493
H -11.8026 0.0554 23.6381
H -10.7888 1.4089 23.3122
H -13.1851 1.6531 25.0625
H -11.4177 1.6683 25.5093
H -11.0093 3.6083 24.2188
H -12.3201 3.9404 25.3669
H -14.8111 2.8488 24.1688
H -15.2160 4.1579 23.0788
H -14.5508 4.6532 24.5945
H -11.5654 5.3753 22.7867
H -13.0651 6.0192 23.4762
H -13.0476 5.4484 21.8262
H -14.5592 3.0861 21.3307
C -17.5496 10.7632 20.6371
C -17.6523 9.4623 19.9089
C -19.1472 9.1924 19.6623
C -16.7884 9.5352 18.6385
C -16.6701 8.2485 17.8748
C -15.9238 7.2947 18.8398
C -16.7711 7.0318 20.1571
C -17.9619 6.0867 19.9715
C -15.8055 6.3196 21.1638
N -17.1083 8.3346 20.7295
O -17.9030 8.2324 21.8440
H -16.6817 11.3676 20.3635
H -18.3435 11.4631 20.3501
H -17.5815 10.5845 21.7373
H -19.4215 9.8365 18.7884
H -19.3695 8.1805 19.4099
H -19.8060 9.5865 20.5063
H -17.1187 10.2848 17.9299
H -15.7882 9.8021 19.0062
H -17.6241 7.8626 17.5559
H -16.0066 8.4156 17.0151
H -15.0092 7.8539 19.1083
H -15.6888 6.3086 18.4075
H -18.4906 5.9002 20.9201
H -17.6692 5.0720 19.6858
H -18.6553 6.4518 19.2323
H -16.3765 6.0605 22.0490
H -15.0189 7.0115 21.5059
H -15.3102 5.3872 20.8317
H -18.6531 7.7145 21.6050
C -9.5142 10.6990 24.1591
C -8.3506 9.8836 24.7600
C -7.1111 9.9892 23.8626
C -8.1076 10.3406 26.2326
C -7.2434 9.4150 27.0237
C -7.7857 7.9910 27.0257
C -8.0492 7.4240 25.6632
C -6.6206 7.2552 25.0138
C -8.7853 6.0943 25.7088
N -8.8494 8.4306 24.9170
O -9.0763 7.8907 23.5875
H -9.2515 11.7259 24.0531
H -9.7489 10.2684 23.1679
H -10.3351 10.6479 24.8063
H -7.0744 9.0824 23.2650
H -7.2863 10.8215 23.1931
H -6.2022 10.0942 24.4803
H -7.5984 11.2824 26.1397
H -9.0319 10.5116 26.6775
H -6.1735 9.4609 26.6836
H -7.2496 9.6736 28.1082
H -8.7159 7.9956 27.5876
H -7.1056 7.2414 27.4683
H -6.3775 6.2186 25.2370
H -5.9493 7.9656 25.4449
H -6.7117 7.3313 23.9354
H -8.6908 5.5697 24.7579
H -9.8431 6.2881 25.9290
H -8.4119 5.5288 26.5959
H -9.9728 7.4951 23.6192
C -12.1541 12.3667 26.2033
C -13.5503 12.2052 26.9245
C -13.2771 12.7003 28.3143
C -14.4978 13.1406 26.0603
C -15.9963 12.9470 26.4487
C -16.2634 11.4538 26.2912
C -15.3914 10.5361 27.1736
C -15.7464 10.8570 28.6921
C -15.7039 9.0095 26.9176
N -13.9596 10.7534 26.8428
O -13.1191 10.0535 27.8455
H -12.0660 13.4358 25.9664
H -11.4032 12.0124 26.9053
H -12.2297 11.7785 25.2856
H -12.7045 11.8825 28.7941
H -12.7132 13.6518 28.3067
H -14.1420 12.8747 28.9474
H -14.1274 14.1749 26.2145
H -14.2987 12.9604 24.9813
H -16.3108 13.2607 27.4350
H -16.5947 13.5408 25.6916
H -16.2149 11.1166 25.2514
H -17.2269 11.1808 26.6479
H -16.5682 10.1908 29.0328
H -16.0562 11.8636 28.8812
H -14.8357 10.6964 29.2656
H -16.6681 8.7261 27.2836
H -14.8681 8.4789 27.4021
H -15.6123 8.8313 25.7958
H -12.5178 9.5063 27.3243
C -7.1178 11.6332 32.3206
C -8.5393 11.9388 31.8069
C -8.9875 13.3507 32.1539
C -8.4568 11.6930 30.2590
C -9.8309 11.4766 29.6591
C -10.5914 10.3711 30.3741
C -10.6979 10.6348 31.8918
C -11.7927 11.6957 32.2143
C -11.1760 9.2950 32.4950
N -9.3721 10.8708 32.3865
O -9.4809 11.0381 33.7640
H -7.0479 11.9254 33.3633
H -6.9582 10.5361 32.3444
H -6.3743 12.1283 31.7649
H -8.0234 13.9316 32.1717
H -9.7233 13.7418 31.5527
H -9.2570 13.3395 33.2072
H -7.8298 12.4598 29.7693
H -7.9574 10.7534 30.2348
H -10.3780 12.4475 29.6715
H -9.8904 11.4030 28.5653
H -10.0894 9.4113 30.3000
H -11.5812 10.2743 30.0132
H -11.8721 12.3792 31.3122
H -11.4535 12.2758 33.0566
H -12.7185 11.1554 32.3594
H -10.3657 8.6066 32.2908
H -11.9931 8.9335 31.9417
H -11.4116 9.3176 33.5478
H -9.1928 10.2830 34.2188
C -10.8644 5.5122 31.0824
C -11.4673 5.0126 29.7114
C -11.4882 6.2279 28.8006
C -10.6349 3.7811 29.2659
C -11.3854 2.9890 28.1657
C -12.6966 2.5912 28.6206
C -13.5724 3.8216 29.0445
C -13.8649 4.6823 27.8193
C -14.8802 3.3645 29.6775
N -12.7991 4.5022 30.0849
O -13.5121 5.6336 30.4972
H -11.2654 6.5239 31.2432
H -11.1977 4.7991 31.8618
H -9.7758 5.5534 31.0093
H -10.5899 6.8298 29.0225
H -11.4179 5.9601 27.7471
H -12.3453 6.8672 28.9489
H -9.7169 4.2345 28.8728
H -10.4549 3.0781 30.0795
H -11.5014 3.5502 27.2107
H -10.8358 2.0504 27.8965
H -12.6552 1.8063 29.3965
H -13.3212 2.0899 27.8710
H -12.9505 4.8355 27.2086
H -14.3308 5.6928 28.1040
H -14.5541 4.2205 27.1575
H -14.7331 3.0156 30.6917
H -15.3218 2.4593 29.1749
H -15.6728 4.1307 29.7005
H -14.1942 5.2509 31.0841
C -20.2358 7.9841 26.7242
C -20.7598 6.5293 26.4557
C -21.6985 6.2483 27.6647
C -21.5519 6.2371 25.1748
C -20.5525 6.1595 24.0176
C -19.5361 5.0162 24.2583
C -18.6906 5.3944 25.5189
C -17.8348 4.2208 25.9534
C -17.6563 6.4989 25.1395
N -19.6482 5.5984 26.5855
O -18.8063 5.8816 27.7394
H -19.6365 8.4340 25.9128
H -21.1303 8.5204 26.9681
H -19.6514 7.9161 27.6544
H -22.5269 6.9649 27.5429
H -22.0199 5.2233 27.7131
H -21.2116 6.5612 28.5685
H -22.1323 5.3072 25.3322
H -22.3207 7.0227 25.0835
H -21.0564 5.9664 23.0312
H -20.0063 7.1230 24.0844
H -18.7860 4.8892 23.4787
H -20.0479 4.0437 24.3447
H -17.3718 3.6803 25.0835
H -18.4861 3.5980 26.5617
H -17.0431 4.5725 26.5958
H -16.8146 5.9805 24.6183
H -17.2787 6.8478 26.0732
H -18.0615 7.2487 24.4916
H -18.9252 5.1783 28.3747
C -11.8969 7.5722 18.9021
C -11.4779 8.8854 19.6386
C -11.5418 8.5928 21.1715
C -10.0041 9.1804 19.2642
C -9.6874 10.6001 19.7431
C -10.6493 11.5166 19.1720
C -12.0915 11.3922 19.4956
C -12.3371 11.8204 21.0285
C -13.0050 12.2395 18.6892
N -12.3418 9.9824 19.1609
O -13.6451 9.6533 19.3523
H -12.9463 7.3486 19.1525
H -11.8046 7.7464 17.8270
H -11.4027 6.7112 19.2873
H -12.5437 8.2831 21.5077
H -10.8197 7.8832 21.4327
H -11.3001 9.4887 21.7472
H -9.2160 8.4911 19.6714
H -9.9555 9.1330 18.1406
H -9.7341 10.6703 20.7978
H -8.6446 10.8526 19.5024
H -10.5434 11.6018 18.0796
H -10.4026 12.5351 19.5453
H -12.6578 12.8628 20.9638
H -11.4700 11.7206 21.6835
H -13.1212 11.2528 21.5002
H -12.5183 13.2255 18.5167
H -13.8584 12.4439 19.2686
H -13.2645 11.7802 17.7173
H -13.8664 9.7016 20.3021
C -12.0554 7.9830 25.2322
O -11.2423 8.4324 26.2658
H -12.9698 7.5091 25.6904
H -12.3124 8.8422 24.5682
H -11.6178 7.1889 24.6127
H -10.3362 8.4870 25.8910
C -15.1860 9.8977 23.0855
O -14.7145 9.4146 21.8100
H -14.4731 10.6259 23.3683
H -16.1778 10.3175 23.0097
H -15.2936 9.0930 23.8379
H -15.4967 8.9623 21.4053
```

* frontier orbital gap: 8.374 eV
* E: -4105.53819 Ha
* relative energy (zero: lowest compared OMol25 entry of this formula, charge and spin): 69.53 kcal/mol
* SMILES: CC1(C)CCCC(C)(C)N1O.CC1(C)CCCC(C)(C)N1O.CC1(C)CCCC(C)(C)N1O.CC1(C)CCCC(C)(C)N1O.CC1(C)CCCC(C)(C)N1O.CC1(C)CCCC(C)(C)N1O.CC1(C)CCCC(C)(C)N1O.CC1(C)CCCC(C)(C)N1O.CO.CO

Here are the Mulliken charges for atoms 1 to 6, given in e: -2.017, 1.828, -1.806, -1.506, -0.204, -0.351

Entry 2:
This record from OMol25 describes a cluster of 9 separate species, C74H165N8O in total at a distorted geometry. The level of theory is the ωB97M-V functional and the def2-TZVPD basis.

Structure (XYZ):
```
248
C74H165N8O, DFT the ωB97M-V functional and the def2-TZVPD basis
C 7.8497 -3.9160 -6.5802
C 7.4386 -3.7716 -8.0421
O 7.7498 -2.5441 -8.6715
H 8.5419 -3.2167 -6.1112
H 8.2665 -4.8986 -6.3591
H 6.9251 -3.9245 -6.0029
H 6.3712 -3.9702 -8.1390
H 7.7536 -4.6901 -8.5372
C 3.7812 -1.0669 1.3331
C 2.6910 -0.1575 1.9850
C 2.7751 -0.0664 3.6199
N 2.3107 1.2875 4.2087
C 2.2907 1.2044 5.7466
C 1.1535 0.2456 6.2829
C -0.1621 0.8887 6.0224
C -0.3598 1.0539 4.4443
C 0.9032 1.7087 3.7230
C 3.3448 2.3593 3.6822
H 3.7103 -2.1178 1.6134
H 4.7529 -0.6853 1.6466
H 3.7018 -0.9772 0.2497
H 1.6637 -0.4008 1.7135
H 2.8014 0.8215 1.5186
H 3.8052 -0.0160 3.9728
H 2.1928 -0.9367 3.9224
H 3.2947 0.8853 6.0262
H 2.2768 2.1863 6.2197
H 1.1912 -0.7528 5.8472
H 1.3598 -0.0364 7.3153
H -0.9231 0.2246 6.4324
H -0.2969 1.8083 6.5918
H -0.6107 0.0993 3.9818
H -1.2507 1.6576 4.2714
H 0.8546 1.5676 2.6432
H 0.9038 2.7842 3.9004
H 3.3292 2.5172 2.6038
H 4.3334 1.9482 3.8863
H 3.1838 3.3310 4.1491
C 12.6536 -17.1249 -11.8541
C 11.2745 -16.6652 -12.2496
C 10.8586 -15.5039 -11.2271
N 9.4785 -14.7880 -11.5252
C 9.1174 -13.8107 -10.3152
C 9.8627 -12.4207 -10.3617
C 9.8995 -11.7987 -11.7711
C 10.4133 -12.7346 -12.8213
C 9.5156 -13.9752 -12.8948
C 8.2337 -15.7783 -11.6078
H 13.0568 -18.0299 -12.3086
H 12.7330 -17.3042 -10.7819
H 13.4927 -16.4792 -12.1131
H 10.5542 -17.4586 -12.0502
H 11.2805 -16.2823 -13.2701
H 11.5929 -14.7036 -11.3190
H 10.7848 -16.0089 -10.2640
H 9.2386 -14.3346 -9.3671
H 8.0312 -13.7332 -10.3642
H 10.8493 -12.4790 -9.9020
H 9.4134 -11.7520 -9.6274
H 10.5949 -10.9593 -11.7796
H 8.9225 -11.4550 -12.1109
H 11.4414 -13.0441 -12.6339
H 10.4572 -12.2356 -13.7894
H 9.8460 -14.7251 -13.6134
H 8.4916 -13.6586 -13.0934
H 8.5645 -16.4198 -12.4246
H 7.3692 -15.1821 -11.9002
H 8.1497 -16.3531 -10.6855
C -7.6174 0.1038 -7.3470
C -6.6353 -0.9884 -6.8671
C -5.1556 -0.4965 -6.8326
N -4.0628 -1.6108 -6.6508
C -3.9732 -2.5152 -7.8976
C -2.7600 -3.5247 -7.9321
C -1.4118 -2.8997 -7.6291
C -1.4710 -1.9594 -6.4635
C -2.6793 -0.9650 -6.4129
C -4.3672 -2.4556 -5.3982
H -7.5532 0.9944 -6.7219
H -8.6966 -0.0440 -7.3061
H -7.4085 0.4078 -8.3727
H -6.7909 -1.8835 -7.4693
H -6.8904 -1.1879 -5.8263
H -4.9484 0.3347 -6.1586
H -4.8936 -0.0354 -7.7849
H -3.8496 -1.7328 -8.6463
H -4.9329 -2.9813 -8.1205
H -2.7756 -4.0904 -8.8636
H -2.9247 -4.2187 -7.1080
H -1.0136 -2.3614 -8.4892
H -0.6959 -3.6939 -7.4171
H -0.5459 -1.3831 -6.4608
H -1.4867 -2.5200 -5.5288
H -2.5670 -0.1895 -7.1706
H -2.7474 -0.4111 -5.4765
H -5.3252 -2.9187 -5.6345
H -4.4371 -1.7649 -4.5578
H -3.6666 -3.2845 -5.2974
C 18.6642 -0.6763 2.8808
C 17.3134 -0.0350 3.0999
C 16.0821 -0.7822 2.6105
N 14.6958 -0.0522 2.7778
C 13.5229 -0.9642 2.2227
C 13.5862 -0.9481 0.6352
C 13.5153 0.4110 -0.0438
C 14.6561 1.2950 0.5305
C 14.5995 1.3770 2.1158
C 14.4205 0.2091 4.2978
H 19.3720 -0.0802 3.4567
H 18.9934 -0.6519 1.8419
H 18.6674 -1.6969 3.2634
H 17.1981 0.9655 2.6830
H 17.2329 -0.0508 4.1868
H 15.9470 -1.7283 3.1346
H 16.2036 -0.9680 1.5433
H 13.6299 -1.9559 2.6622
H 12.5913 -0.5372 2.5940
H 14.3002 -1.6168 0.1543
H 12.6974 -1.5039 0.3366
H 13.4232 0.4324 -1.1297
H 12.5767 0.8973 0.2219
H 15.6302 0.9929 0.1459
H 14.4500 2.2779 0.1068
H 15.4012 1.9651 2.5625
H 13.6937 1.9088 2.4070
H 13.3607 0.4634 4.3146
H 15.0720 0.9156 4.8122
H 14.5214 -0.7681 4.7700
C 13.8976 -5.0382 -7.8126
C 14.2135 -4.4858 -9.1896
C 13.9623 -2.9742 -9.2243
N 14.1639 -2.3107 -10.5979
C 13.9868 -0.7890 -10.2553
C 14.0437 0.1110 -11.5605
C 13.2486 -0.4081 -12.6920
C 13.4216 -1.9241 -12.9323
C 13.2544 -2.8630 -11.7116
C 15.6717 -2.5011 -10.8553
H 13.1080 -4.5739 -7.2218
H 14.7638 -4.7667 -7.2093
H 13.7838 -6.1222 -7.8131
H 13.5137 -4.8880 -9.9222
H 15.2073 -4.7910 -9.5171
H 14.5119 -2.3502 -8.5196
H 12.9072 -2.7725 -9.0392
H 12.9245 -0.7515 -10.0138
H 14.5422 -0.4557 -9.3787
H 13.7186 1.1234 -11.3210
H 15.1080 0.1020 -11.7955
H 12.2112 -0.0843 -12.6092
H 13.5467 0.0811 -13.6193
H 12.6365 -2.1348 -13.6585
H 14.2677 -2.1207 -13.5908
H 12.2233 -2.7884 -11.3658
H 13.3980 -3.9056 -11.9950
H 16.3393 -2.0443 -10.1248
H 15.7128 -1.9487 -11.7941
H 15.8479 -3.5382 -11.1410
C 6.3591 2.4043 -15.3132
C 6.0908 1.0440 -15.9101
C 5.0564 0.1420 -15.1496
N 4.8432 -1.2796 -15.6951
C 6.2579 -1.9203 -15.7890
C 6.2601 -3.5181 -15.9112
C 5.2696 -4.1917 -14.9475
C 3.8818 -3.5685 -14.9294
C 3.8840 -2.0191 -14.7356
C 4.1919 -1.1676 -17.1025
H 6.8013 2.3360 -14.3193
H 5.4278 2.9701 -15.3396
H 7.0461 2.9316 -15.9751
H 6.9615 0.3885 -15.9266
H 5.8027 1.2301 -16.9447
H 4.1638 0.6516 -14.7868
H 5.5295 -0.0213 -14.1813
H 6.8309 -1.6888 -14.8911
H 6.7533 -1.5239 -16.6753
H 7.2852 -3.8791 -15.8278
H 5.8947 -3.7599 -16.9092
H 5.7725 -4.1039 -13.9844
H 5.1085 -5.2434 -15.1839
H 3.2020 -4.0655 -14.2374
H 3.4047 -3.8405 -15.8709
H 4.0665 -1.7937 -13.6849
H 2.9039 -1.6313 -15.0132
H 4.9211 -0.8200 -17.8343
H 3.3414 -0.4875 -17.0574
H 3.8900 -2.1632 -17.4277
C 9.3892 6.1075 -8.1098
C 8.3484 5.0026 -7.8354
C 7.2164 5.4497 -6.8407
N 6.1946 4.4003 -6.4557
C 5.0521 5.0213 -5.5384
C 4.1972 6.0644 -6.2764
C 3.5317 5.3522 -7.4503
C 4.5348 4.7582 -8.4603
C 5.4273 3.7916 -7.6970
C 6.8934 3.2228 -5.7017
H 10.2191 5.6885 -8.6788
H 9.7037 6.4651 -7.1293
H 9.0386 6.9908 -8.6435
H 8.8251 4.0775 -7.5111
H 7.7983 4.8269 -8.7598
H 6.5432 6.1872 -7.2777
H 7.7102 5.7290 -5.9100
H 5.5226 5.6104 -4.7512
H 4.4576 4.2085 -5.1212
H 4.7447 6.9681 -6.5444
H 3.4378 6.3838 -5.5627
H 2.9286 6.0183 -8.0673
H 2.9340 4.5637 -6.9931
H 5.2570 5.4557 -8.8846
H 3.9561 4.2659 -9.2418
H 6.0693 3.2458 -8.3884
H 4.8227 2.9258 -7.4269
H 7.5150 3.6093 -4.8940
H 7.4930 2.7866 -6.5006
H 6.2685 2.3494 -5.5156
C -2.5881 -10.6588 -3.6202
C -1.2434 -11.3284 -3.9785
C -0.0344 -11.0820 -3.0379
N 1.1019 -12.1508 -3.1706
C 2.2296 -11.8634 -2.1509
C 2.9681 -10.5767 -2.5380
C 3.5537 -10.6383 -3.9085
C 2.4323 -10.9108 -4.9939
C 1.7039 -12.2208 -4.6075
C 0.5643 -13.6341 -2.8282
H -2.8481 -10.7626 -2.5667
H -3.3942 -10.9752 -4.2822
H -2.5313 -9.5764 -3.7356
H -0.9268 -11.0326 -4.9787
H -1.4383 -12.3914 -4.1204
H -0.3332 -11.2878 -2.0101
H 0.3417 -10.0589 -3.0435
H 1.8313 -11.7827 -1.1395
H 2.8973 -12.7174 -2.0369
H 2.4570 -9.6550 -2.2599
H 3.7051 -10.5056 -1.7381
H 4.1425 -9.7386 -4.0878
H 4.2458 -11.4644 -4.0713
H 1.8018 -10.0549 -5.2348
H 2.8016 -10.9673 -6.0179
H 0.9129 -12.5083 -5.3002
H 2.4086 -13.0484 -4.5273
H -0.1437 -13.9530 -3.5931
H -0.0153 -13.5404 -1.9099
H 1.4317 -14.2546 -2.6028
```

* frontier orbital gap: 4.422 eV
* E: -3429.12368 Ha
* net charge: +7
* relative energy (zero: lowest compared OMol25 entry of this formula, charge and spin): 0.00 kcal/mol

Here are the Mulliken charges for atoms 1 to 6, given in e: -0.908, -0.291, -0.956, 0.297, 0.268, 0.241